The following is a DFT calculation (wB97M-V/def2-TZVPD) of a cluster of 2 separate species, CH5NSi2 in total at a distorted geometry.

```
9
CH5NSi2 | the OMol25 dataset | wB97M-V/def2-TZVPD
C -0.35 -2.37 -1.42
N -1.18 -3.18 -1.41
Si -0.72 1.00 0.28
Si 0.99 -1.04 -1.52
H -1.69 -0.23 0.48
H -0.43 1.48 1.66
H -1.25 2.28 -0.26
H 2.19 -1.59 -0.87
H 1.00 -0.92 -2.98
```

Results
Energy above the lowest of the compared OMol25 structures with the same formula, charge and spin = 41.4 kcal per mole
Molar mass = 87.2 g/mol
HOMO energy = -0.3383 Eh
Charge = 0